Computed, not measured: a structure of composition C24H48As2F12O24Rb in a non-equilibrium geometry, with ωB97M-V/def2-TZVPD.

The geometry in XYZ format:
```
111
Properties=species:S:1:pos:R:3
Rb 3.603 3.724 1.378
As 0.383 6.571 0.514
F -0.019 4.928 0.268
F -0.477 6.595 2.008
F 0.881 8.194 0.781
F 1.224 6.520 -1.004
F -1.032 7.125 -0.281
F 1.846 6.010 1.308
As 0.521 1.013 0.739
F 1.068 2.377 1.712
F 1.171 -0.192 1.815
F -0.058 -0.309 -0.232
F -0.052 2.065 -0.452
F 2.082 1.078 -0.077
F -0.934 1.070 1.657
C -4.330 -0.017 -4.673
O -3.176 0.719 -4.305
C -2.776 0.772 -3.019
O -1.776 1.324 -2.686
O -3.664 0.190 -2.205
C -3.359 0.147 -0.804
H -5.207 0.635 -4.622
H -4.476 -0.894 -4.052
H -4.171 -0.304 -5.710
H -4.146 -0.444 -0.352
H -3.478 1.171 -0.432
H -2.367 -0.191 -0.526
C 6.164 -0.034 1.636
O 5.257 -0.685 2.508
C 4.370 0.094 3.114
O 4.274 1.295 2.954
O 3.646 -0.638 3.924
C 2.601 0.061 4.630
H 6.656 0.805 2.131
H 5.640 0.364 0.762
H 6.898 -0.759 1.304
H 2.222 -0.619 5.380
H 1.870 0.422 3.911
H 3.028 0.938 5.120
C -1.287 -2.352 2.496
O -2.303 -3.332 2.657
C -3.369 -3.262 1.868
O -3.531 -2.484 0.968
O -4.229 -4.208 2.238
C -5.274 -4.468 1.317
H -0.456 -2.771 1.932
H -0.911 -2.067 3.479
H -1.608 -1.411 2.052
H -4.876 -4.911 0.402
H -5.821 -3.568 1.036
H -5.950 -5.163 1.805
C -4.493 4.067 -3.047
O -4.682 4.162 -1.656
C -3.531 4.204 -0.950
O -2.459 4.475 -1.388
O -3.826 3.866 0.307
C -2.713 3.769 1.195
H -5.411 3.722 -3.523
H -3.665 3.410 -3.313
H -4.285 5.047 -3.495
H -3.061 3.334 2.128
H -2.297 4.743 1.465
H -1.901 3.221 0.727
C -0.380 -5.327 -4.476
O -1.294 -4.255 -4.748
C -1.571 -3.363 -3.781
O -2.279 -2.420 -3.980
O -0.980 -3.688 -2.636
C -1.040 -2.731 -1.569
H 0.501 -4.949 -3.957
H -0.051 -5.671 -5.455
H -0.867 -6.113 -3.907
H -0.814 -1.718 -1.893
H -0.259 -3.018 -0.871
H -2.024 -2.764 -1.104
C 3.906 0.495 -2.947
O 2.891 -0.089 -3.764
C 1.679 0.505 -3.638
O 1.487 1.490 -3.001
O 0.746 -0.121 -4.357
C 1.025 -1.351 -4.967
H 3.864 1.579 -3.039
H 4.837 0.067 -3.306
H 3.741 0.244 -1.898
H 0.105 -1.715 -5.424
H 1.329 -2.130 -4.258
H 1.775 -1.290 -5.759
C 1.192 1.711 8.784
O 0.239 1.764 7.729
C 0.657 2.375 6.619
O 1.804 2.668 6.380
O -0.385 2.601 5.842
C -0.092 3.008 4.497
H 1.960 0.967 8.567
H 0.674 1.463 9.702
H 1.700 2.673 8.865
H 0.373 3.997 4.456
H -1.048 3.132 4.004
H 0.585 2.307 4.025
C 2.682 -2.087 -0.556
O 3.644 -3.092 -0.953
C 3.142 -4.141 -1.579
O 1.976 -4.375 -1.770
O 4.159 -4.924 -1.962
C 3.821 -6.082 -2.699
H 3.219 -1.419 0.100
H 1.879 -2.607 -0.036
H 2.226 -1.586 -1.408
H 3.981 -5.904 -3.765
H 2.798 -6.402 -2.517
H 4.521 -6.866 -2.410
```

Computed properties:
HOMO-LUMO gap in eV: 8.69
ΔE to the lowest compared entry with this formula, charge and spin in kcal per mole: 0.0
LUMO energy in eV: 1.233
Total charge: -1

Atom charges from the Löwdin analysis, given in e for atoms 1 to 8: number 1, Rb, carries 0.9198; number 2, As, carries 0.6586; number 3, F, carries -0.2306; number 4, F, carries -0.2534; number 5, F, carries -0.2521; number 6, F, carries -0.2599; number 7, F, carries -0.2367; number 8, F, carries -0.3731